21
Properties=species:S:1:pos:R:3 method="wB97M-V/def2-TZVPD" smiles=Cc1nn(N)n2c(N)nc(N)c12 total_charge=0 e_homo_ev=-7.23 orbital_gap_ev=7.98 e_tot_ev=-15758.4553 lumo_energy_ha=0.0274 relative_energy_kcal_mol=36.92
N -0.41104 -1.78659 -0.34165
H -3.59858 0.89968 -0.75463
C 2.94693 -0.40344 -0.25130
H 3.23310 -0.01931 -1.21984
H 1.48781 2.73967 -0.42878
C -1.78199 0.45336 -0.05752
H 3.24668 0.39959 0.43517
H -1.08648 -2.16125 1.61455
H 3.44309 -1.40309 0.03145
C 1.48998 -0.60165 -0.25966
C 0.39943 0.37204 -0.06352
H -3.45166 -0.75819 -0.19820
N 0.82396 2.73086 0.32034
N -0.81138 -0.40623 -0.22253
C 0.01139 1.69118 0.09783
H 0.22491 3.63648 0.49528
N -0.87717 -2.58393 0.68433
H -1.83485 -2.93546 0.46431
N -1.32342 1.72594 0.15649
N 1.00239 -1.77395 -0.32707
N -3.13311 0.18429 -0.17504